1.
Formula: C13H24N2O3
Source: OMol25
Level of theory: ωB97M-V with the def2-TZVPD basis set

Structure (XYZ):
```
42
Properties=species:S:1:pos:R:3:forces:R:3
C -0.798361 -2.115956 2.178791 -0.9 0.4 0.0
C -1.073244 -1.261356 0.810584 -2.0 -0.2 3.0
C -2.682586 -1.306844 0.629074 0.2 -0.9 -0.9
C -0.513949 0.220418 1.134415 1.4 -0.6 -0.2
C -0.314231 1.150330 -0.159595 -1.4 -0.2 0.9
C 0.483080 2.459693 0.303601 0.1 0.2 0.1
C 2.069045 2.428751 0.131313 0.3 0.0 -0.3
C 2.855755 1.422635 1.098644 0.3 -0.4 -0.3
N 2.609010 1.659495 2.556491 0.1 0.4 -0.8
C -1.806465 1.677274 -0.553536 -5.2 1.7 1.3
O -2.133785 2.037119 -1.734747 2.2 -1.2 1.8
O -2.787740 1.809870 0.437934 5.0 -1.0 -3.0
C 0.325852 0.321358 -1.362588 -0.6 0.4 -0.6
C -0.202039 -1.189613 -1.530435 1.1 -0.5 -3.3
C 0.967137 -1.946137 -2.388681 0.4 0.3 0.0
C -1.518357 -1.305548 -2.489727 0.2 -0.6 0.4
N -0.315786 -1.968189 -0.265046 2.0 2.5 1.5
O 0.896499 -2.185419 0.256441 -1.3 -0.5 -1.3
H 0.134974 -1.726956 2.707827 -1.3 -0.8 -0.7
H -0.738816 -3.238119 1.976933 0.1 1.6 0.2
H -1.726600 -1.963070 2.851926 1.6 -0.1 -0.9
H -2.992197 -2.411114 0.454954 0.6 1.5 0.3
H -3.209179 -0.987458 1.589703 0.9 0.0 -1.5
H -3.049605 -0.737104 -0.291175 0.5 -0.5 1.6
H -1.118769 0.713839 1.978439 0.5 -0.7 -1.7
H 0.539901 0.047058 1.586976 -1.5 0.1 -0.8
H 0.207779 2.641052 1.411236 0.4 -0.2 -1.7
H 0.085556 3.368469 -0.266423 0.5 -1.3 0.7
H 2.338493 2.189464 -0.965768 -0.4 0.3 1.6
H 2.468943 3.487268 0.324203 -0.5 -1.4 -0.2
H 3.994793 1.496020 0.933307 -1.7 0.0 0.1
H 2.594457 0.318405 0.882653 0.2 1.8 0.2
H 2.974101 2.597195 2.812295 -0.6 -0.8 -0.2
H 1.590682 1.633943 2.702026 0.7 0.2 0.1
H 1.464044 0.266369 -1.384360 -1.5 0.2 0.5
H 0.019413 0.867645 -2.336491 0.4 -0.8 1.5
H 0.933600 -1.572839 -3.476361 -0.1 -0.6 1.6
H 2.016609 -1.703801 -1.995132 -1.6 -0.4 -0.4
H 0.864442 -3.085957 -2.345447 -0.1 1.6 -0.2
H -1.995440 -0.296318 -2.712310 0.5 -1.3 0.7
H -1.230293 -1.760670 -3.508533 -0.3 0.6 1.6
H -2.226725 -2.051204 -1.983409 0.7 1.3 -0.9
```
Forces are in eV/Å.

Output
- Largest force on an atom: 5.9 eV/A
- LUMO energy (alpha / beta): 3.240 / 2.575 eV
- Frontier orbital gap (alpha / beta): 0.272 / 0.247 hartree
- <S²>: 0.75
- Multiplicity: 2
- Net charge: -1
- E: -22989.852 eV
- HOMO (alpha / beta): -4.151 / -4.150 eV


2.
Formula: C13H24NO4Ti
Source: OMol25
Level of theory: ωB97M-V with the def2-TZVPD basis set

Structure (XYZ):
```
43
Properties=species:S:1:pos:R:3:forces:R:3
Ti -0.883132 1.406139 -1.291561 1.0 -1.4 2.0
C -2.620212 -1.720173 -0.399739 0.9 -1.4 0.5
C -1.352126 -2.223874 0.472534 -1.7 0.8 -2.7
C -1.301960 -3.772615 0.426559 3.3 0.2 0.3
C -0.652800 -4.298163 -0.869919 -0.1 0.6 -0.9
C 0.714002 -3.581854 -1.220762 -1.9 -1.4 0.6
C 0.596212 -2.070907 -1.338687 -0.5 -0.6 1.7
N -0.069925 -1.620223 -0.042850 1.2 0.6 0.6
O 0.040577 -0.162436 0.219195 -1.5 -0.6 -2.3
C -0.165683 -1.592532 -2.623387 1.2 -0.6 -0.3
C 2.118049 -1.685943 -1.371095 -0.6 2.7 -0.2
C -1.656039 -1.848139 1.883806 0.3 0.5 1.6
H -3.567565 -2.016440 0.050649 0.0 0.5 0.6
H -2.699658 -2.288275 -1.326581 0.5 0.4 -0.4
H -2.519043 -0.644925 -0.547077 -0.3 0.0 -0.1
H -2.097605 -4.367304 0.875347 -0.7 0.5 -0.7
H -0.516411 -3.946369 1.161962 0.3 -0.2 0.4
H -1.393485 -4.104199 -1.645721 0.1 -0.2 -0.5
H -0.452753 -5.369588 -0.881324 -0.3 -0.1 0.3
H 1.242189 -3.995074 -2.080041 -0.7 -0.1 -0.6
H 1.396645 -3.915041 -0.439041 0.1 0.7 0.5
H 0.350394 -2.095317 -3.441284 0.2 0.2 -0.4
H -0.036468 -0.527370 -2.815330 0.2 0.3 0.1
H -1.211003 -1.815028 -2.837649 0.0 -0.3 0.9
H 2.693525 -1.762447 -0.448561 -0.7 -0.4 0.3
H 2.091909 -0.618039 -1.587884 0.3 0.4 0.2
H 2.792894 -2.027385 -2.156019 -0.7 -0.9 -0.4
H -2.041522 -0.854420 2.111909 -0.1 0.2 -0.7
H -0.785179 -1.895395 2.537631 0.3 -0.4 -0.1
H -2.390871 -2.557796 2.263951 -0.1 0.0 0.1
C 1.636306 6.764610 1.145485 -0.7 1.1 -0.2
C 1.426014 5.297876 0.865341 1.6 1.2 2.5
C 1.274097 4.596451 2.248606 4.0 0.8 -0.2
O 0.446956 3.539896 1.970177 -1.8 0.0 0.6
C -0.224840 3.858111 0.870811 0.9 -2.2 -1.6
O -0.913818 3.029821 0.328167 -0.9 0.5 -0.3
O 0.236598 4.968448 0.287443 -3.0 -0.4 -1.0
H 0.836812 7.213305 1.735049 -0.2 -0.7 0.6
H 1.549999 7.482122 0.329502 0.9 -0.5 -0.7
H 2.549863 6.892007 1.726254 0.1 0.1 -0.3
H 2.208471 4.864517 0.242395 0.3 0.0 0.2
H 1.099656 5.266794 3.090219 -1.3 0.0 -0.2
H 2.250928 4.197172 2.521519 0.1 -0.3 0.0
```
Forces are in eV/Å.

Output
- Largest force on an atom: 4.1 eV/A
- LUMO energy (alpha / beta): 0.386 / 0.125 eV
- Frontier orbital gap (alpha / beta): 0.224 / 0.234 hartree
- <S²>: 3.75
- Multiplicity: 4
- Energy above the lowest of the compared OMol25 structures with the same formula, charge and spin: 244.7 kJ/mol
- E: -46659.082 eV
- HOMO (alpha / beta): -5.698 / -6.250 eV


3.
Formula: C13H24O2
Source: OMol25
Level of theory: ωB97M-V with the def2-TZVPD basis set

Structure (XYZ):
```
39
Properties=species:S:1:pos:R:3:forces:R:3
C -3.412046 -0.508306 -1.505326 0.1 1.0 -1.0
C -1.995571 -0.063109 -1.628727 0.7 -0.9 1.8
C -1.058007 -1.202532 -2.051385 -0.5 0.5 1.0
C 0.232988 -0.780124 -1.447566 -1.9 -1.2 3.8
C -0.054200 0.113552 -0.233823 0.0 1.2 1.9
O -1.482808 0.418685 -0.345616 1.0 -0.7 0.2
C 0.200962 -0.593544 1.228198 -0.5 -0.3 2.1
C -0.298032 -2.057393 1.281473 -0.6 -0.9 1.7
C -0.493631 0.071578 2.495392 0.1 0.5 0.5
C 1.662951 -0.746633 1.717004 1.2 -1.3 -1.0
C 2.566560 0.400100 1.288244 0.2 0.4 -0.1
C 2.355206 0.966003 -0.165716 -1.4 -0.2 2.9
C 0.892814 1.459540 -0.213953 -1.5 0.4 -1.3
C 0.690361 2.386829 -1.463731 -1.7 1.0 0.4
O 0.541691 2.306266 0.918414 1.3 -0.7 -0.6
H -3.453702 -1.373451 -0.877823 -0.3 -0.9 -0.1
H -3.997416 0.253006 -1.015449 -0.4 0.4 0.0
H -3.704431 -0.585212 -2.586479 -0.5 -0.6 1.2
H -1.941967 0.791042 -2.207460 0.2 1.6 -1.9
H -0.951349 -1.371636 -3.120068 -0.4 -0.2 0.0
H -1.412104 -2.068071 -1.484000 -0.1 -0.3 -0.6
H 0.784111 -0.263062 -2.058218 3.1 2.8 -3.7
H 0.812207 -1.561202 -1.060904 1.0 -1.5 0.1
H -1.318280 -2.177119 1.733963 0.5 0.4 -1.0
H -0.239257 -2.527453 0.300415 0.0 -0.4 0.3
H 0.299612 -2.666824 2.075328 -0.6 1.0 -1.7
H -0.126705 1.138362 2.808142 -0.7 -2.1 -0.8
H -0.251727 -0.621248 3.379463 -0.5 1.0 -1.3
H -1.584808 0.037801 2.320524 0.4 0.4 0.3
H 1.806365 -1.071755 2.857032 -0.7 1.1 -2.3
H 2.029730 -1.683072 1.190942 0.0 0.9 0.3
H 3.561304 0.032480 1.429765 1.0 0.0 -0.2
H 2.481668 1.256043 1.954961 -0.2 0.0 0.1
H 2.503510 0.202477 -0.904280 0.2 -0.2 -0.5
H 3.010127 1.808502 -0.285915 0.4 0.3 -0.3
H -0.376376 2.825892 -1.462939 1.4 -0.9 0.1
H 1.321569 3.318424 -1.521587 -0.2 -1.2 0.6
H 0.800404 1.873893 -2.404122 0.2 -0.3 -0.4
H -0.401728 2.261271 1.065828 -0.4 -0.2 -0.3
```
Forces are in eV/Å.

Output
- Largest force on an atom: 5.6 eV/A
- LUMO energy: 0.800 eV
- Frontier orbital gap: 0.369 hartree
- Energy above the lowest of the compared OMol25 structures with the same formula, charge and spin: 214.7 kJ/mol
- SMILES: C[C@@H]1CC[C@@]2(O1)C(C)(C)CCC[C@]2(C)O
- E: -17963.480 eV
- HOMO: -9.232 eV


4.
Formula: C13H25AlBeBr2F10N2O12PS2
Source: OMol25
Level of theory: ωB97M-V with the def2-TZVPD basis set

Structure (XYZ):
```
69
Properties=species:S:1:pos:R:3:forces:R:3
O 1.527686 0.859466 2.480406 -2.1 1.9 -3.0
S 0.311620 1.510862 1.848053 1.3 -2.6 2.9
O -0.705029 0.445030 1.596360 1.6 3.2 -0.8
F 0.780956 2.125151 0.351796 -1.7 -1.5 2.9
N -0.175894 2.756578 2.894972 -0.7 -1.7 -1.2
C -1.602202 2.588501 3.277030 -2.3 0.9 0.7
C -2.617416 3.318588 2.248145 2.1 -0.3 1.3
O -3.932951 2.862694 2.626252 1.4 0.1 -4.4
C -4.699480 2.446792 1.508861 -1.0 -1.1 0.9
C -5.220615 0.946810 1.870228 0.5 2.1 3.2
F -5.395787 0.227060 0.625590 -0.2 -0.7 0.4
F -4.261902 0.295085 2.661139 -2.8 0.7 -2.3
F -6.441515 0.997175 2.538178 2.9 -1.0 -1.9
H 0.376033 2.656089 3.761430 0.6 0.2 -0.9
H -1.929135 1.514778 3.447225 0.5 1.2 -0.4
H -1.755519 3.117105 4.283516 0.6 -0.8 -1.4
H -2.531275 4.440140 2.436691 -0.2 -1.5 -0.7
H -2.279519 3.015681 1.208984 -0.8 0.6 1.0
H -4.120790 2.345176 0.518797 -0.3 0.1 1.2
H -5.628151 3.091405 1.320684 1.2 -1.0 0.6
F 1.783296 5.781409 0.047659 0.7 0.0 -2.4
P 2.569911 5.139221 1.303761 0.8 1.7 0.0
F 3.924537 5.294486 0.440636 0.6 -1.4 -2.1
F 2.399967 4.087735 2.529444 0.3 -0.3 2.7
F 3.568069 5.958469 2.269306 -0.7 1.2 2.0
F 2.386498 3.706542 0.590587 -0.4 -0.9 -2.5
F 1.359138 5.978290 1.970924 -1.1 -0.3 2.4
Al 1.729506 -0.300748 0.208321 0.4 -0.1 0.3
C 0.137186 -4.125802 -2.580085 1.1 0.8 -2.2
C 1.568625 -3.728687 -2.307398 -0.2 -0.3 1.0
O 2.205040 -4.695228 -1.493514 0.0 0.2 0.0
H -0.430231 -4.235098 -1.607604 0.0 -0.5 0.7
H -0.362358 -3.382446 -3.203151 0.0 -0.1 0.1
H 0.086201 -5.096767 -3.082861 -0.4 -0.1 0.4
H 1.607383 -2.769739 -1.783657 0.1 -0.1 0.1
H 2.129217 -3.636581 -3.251478 -0.7 0.2 0.3
H 2.177602 -5.539135 -1.965444 0.2 0.1 0.0
C 5.273624 -4.076937 -5.370343 -0.7 -0.2 0.2
C 3.897956 -4.447169 -4.920401 -1.4 -0.5 0.4
N 2.819176 -4.737584 -4.567387 2.9 0.3 -1.4
H 5.218366 -3.288889 -6.122689 -0.1 0.0 0.1
H 5.857568 -3.718508 -4.521761 -0.1 -0.1 0.0
H 5.769826 -4.948449 -5.801500 -0.1 0.0 0.1
Br -1.668823 -3.309408 -0.746975 -1.3 0.6 0.3
C -6.334067 3.463262 7.378744 -0.7 -0.2 0.1
C -6.117467 1.970932 7.566700 0.2 0.2 0.8
O -5.597219 1.513566 6.315746 0.2 0.6 -0.7
S -4.711319 2.694170 5.648061 -0.9 0.2 0.8
O -3.331823 2.450522 5.950057 -0.7 0.4 -0.7
O -5.175985 2.913052 4.312464 -0.8 -0.3 2.7
O -5.228874 3.906600 6.586897 0.6 -0.8 -0.4
H -7.253721 3.662699 6.822365 0.0 0.0 0.1
H -6.361838 3.998689 8.327451 0.2 0.1 -0.2
H -7.038126 1.444904 7.816059 0.1 -0.1 -0.3
H -5.366744 1.774452 8.337194 -0.1 0.0 0.0
O -1.623948 2.199566 7.790672 -0.1 -0.5 -0.4
H -1.158822 2.661256 8.500086 0.2 0.4 0.3
Be -5.304879 -1.375580 -0.212545 0.8 0.1 0.3
C 5.993866 -4.898609 -9.334527 -0.7 0.1 -0.4
C 7.304670 -4.224583 -9.612284 0.2 0.5 -0.6
O 8.082862 -4.556602 -8.468526 -0.3 -0.4 0.3
C 7.557668 -5.694766 -7.940512 0.6 -0.5 0.5
O 8.070862 -6.335178 -7.073117 -0.4 0.4 -0.4
O 6.370528 -6.008774 -8.528723 0.4 0.1 0.2
H 5.493754 -5.231053 -10.244567 0.0 -0.1 0.2
H 5.308700 -4.263989 -8.764366 0.0 0.0 0.0
H 7.798935 -4.620930 -10.503418 0.0 0.0 0.1
H 7.204886 -3.143464 -9.714271 0.2 -0.1 0.1
Br -4.288293 4.230717 -0.494372 0.2 0.6 -0.8
```
Forces are in eV/Å.

Output
- Largest force on an atom: 4.6 eV/A
- LUMO energy: -9.015 eV
- Frontier orbital gap: 0.064 hartree
- Net charge: +1
- E: -246629.375 eV
- HOMO: -10.764 eV


5.
Formula: C13H25Br12Cl3
Source: OMol25
Level of theory: ωB97M-V with the def2-TZVPD basis set

Structure (XYZ):
```
53
Properties=species:S:1:pos:R:3:forces:R:3
Cl 1.120893 1.309773 -0.193196 -0.3 -0.3 0.3
C 0.038513 -0.089737 -0.035286 -0.1 0.1 -0.1
Cl -0.203133 -0.568115 1.647495 0.5 0.0 0.0
Cl 0.641837 -1.401175 -1.049815 0.0 -0.1 0.2
H -0.948908 0.164739 -0.399654 0.2 0.2 -0.1
Br -7.353446 -2.491707 1.403781 -0.5 0.1 0.1
C -5.517386 -2.618093 0.892031 0.6 0.2 -0.5
C -4.918201 -1.240012 0.700541 0.2 0.2 0.1
Br -3.198007 -1.413239 -0.250172 -0.4 -0.1 0.0
H -5.451307 -3.156099 -0.048953 -0.2 -0.2 0.1
H -5.027936 -3.159408 1.694590 0.1 -0.1 -0.2
H -4.649904 -0.763298 1.639544 -0.2 -0.1 -0.3
H -5.545376 -0.560824 0.132855 0.0 -0.2 -0.3
Br 3.119323 1.008001 -5.177322 0.1 0.0 0.2
C 2.474820 1.931356 -3.584151 -0.3 0.2 0.0
C 1.370533 2.853194 -4.052700 -0.1 0.0 -0.3
Br 0.566965 3.848003 -2.558716 0.3 -0.1 -0.4
H 3.288372 2.496122 -3.137498 0.1 -0.1 -0.2
H 2.148583 1.179893 -2.871904 -0.1 -0.1 -0.1
H 0.566099 2.336184 -4.570425 -0.1 -0.2 0.4
H 1.759268 3.556390 -4.786644 0.1 0.3 0.3
Br 5.231489 0.176122 2.476617 -0.3 -0.2 -0.2
C 3.975006 -0.880779 1.378413 0.5 -0.3 0.9
C 3.544160 -2.113267 2.151725 1.1 -0.4 -0.3
Br 4.989890 -3.489933 2.231664 -0.5 0.5 -0.1
H 4.543144 -1.111590 0.485884 -0.2 0.0 -0.2
H 3.109347 -0.259096 1.191474 0.0 0.2 -0.2
H 2.721885 -2.615590 1.656086 -0.2 0.0 0.1
H 3.375182 -1.905004 3.199601 -0.4 0.1 0.0
Br -4.332562 -1.741427 3.808876 0.5 -0.2 0.8
C -2.605225 -2.557627 3.349508 0.2 -0.1 0.1
C -1.596074 -2.256023 4.448179 -0.3 0.0 -0.7
Br 0.017218 -3.297575 4.069930 -0.2 0.1 0.2
H -2.281561 -2.173935 2.386623 -0.1 0.2 0.1
H -2.779968 -3.622791 3.227819 -0.1 0.0 0.2
H -2.005398 -2.496366 5.422756 0.3 -0.1 0.1
H -1.292329 -1.214951 4.396407 0.0 0.0 0.2
Br -0.407242 -1.298585 -5.198206 -0.2 0.1 -0.1
C -2.184412 -0.478666 -5.321780 0.4 0.0 0.1
C -2.765657 -0.250216 -3.943796 -0.1 -0.6 0.2
Br -1.664100 0.918755 -2.833586 -0.4 0.2 -0.5
H -2.767367 -1.171747 -5.922361 -0.2 -0.1 0.3
H -2.069799 0.431718 -5.903054 0.1 0.1 0.2
H -2.843585 -1.177522 -3.380580 0.2 -0.1 -0.1
H -3.784077 0.132579 -3.980000 0.2 0.4 -0.1
Br 3.116893 4.897443 3.914909 -0.1 0.2 0.3
C 4.145222 4.060444 2.534169 -0.5 -0.6 -1.2
C 3.249807 3.804331 1.325823 0.1 0.0 -0.2
Br 4.345439 2.864634 0.000912 -0.1 0.0 -0.1
H 4.470859 3.080280 2.868206 0.2 0.2 0.3
H 4.979897 4.679062 2.223428 0.1 0.1 0.4
H 2.885662 4.674668 0.788398 0.1 0.2 0.3
H 2.396632 3.170686 1.551535 0.1 -0.1 0.1
```
Forces are in eV/Å.

Output
- Largest force on an atom: 1.4 eV/A
- LUMO energy: 0.180 eV
- Frontier orbital gap: 0.369 hartree
- Energy above the lowest of the compared OMol25 structures with the same formula, charge and spin: 43.7 kJ/mol
- SMILES: ClC(Cl)Cl.BrCCBr.BrCCBr.BrCCBr.BrCCBr.BrCCBr.BrCCBr
- E: -891964.508 eV
- HOMO: -9.856 eV